1.
{"formula": "C3H4N2O2", "method": "ωB97M-V/def2-TZVPD", "symbols": ["C", "C", "C", "N", "N", "O", "O", "H", "H", "H", "H"], "positions_angstrom": [[1.499, -0.230, 0.229], [0.583, -1.206, 0.203], [0.684, 0.828, -0.392], [-0.470, -0.090, -0.528], [-1.754, 0.017, -0.015], [-2.403, -0.973, -0.156], [-2.120, 1.074, 0.414], [2.503, -0.175, 0.535], [0.151, -2.155, 0.638], [0.421, 1.462, 0.388], [0.905, 1.448, -1.316]], "forces_ev_per_a": [[-0.36, -1.39, -0.95], [-3.30, 2.12, -0.49], [-1.26, 0.94, -0.74], [2.72, -3.91, 0.05], [1.55, 0.55, -0.61], [-0.98, -1.28, 0.33], [-0.29, 1.20, 0.47], [1.02, -0.21, 0.36], [1.09, 1.20, -0.77], [-0.30, 1.92, 1.34], [0.11, -1.13, 1.01]], "lowdin_charge": [-0.075, 0.101, -0.162, 0.006, -0.474, 0.077, 0.083, 0.087, 0.123, 0.089, 0.146], "orbital_gap_ev": 10.71, "smiles": "O=[N+]([O-])N1C=CC1", "largest_force_ha_per_bohr": 0.093}

2.
{"formula": "C3H4N2O2", "method": "ωB97M-V/def2-TZVPD", "symbols": ["C", "N", "N", "C", "O", "C", "O", "H", "H", "H", "H"], "positions_angstrom": [[0.712, 0.365, -1.851], [-0.855, 0.644, 0.358], [-1.403, 0.471, 1.627], [-0.762, -0.496, 2.168], [0.208, -1.015, 1.362], [0.079, -0.245, 0.270], [0.921, -0.487, -0.712], [-0.095, -0.043, -2.466], [0.436, 1.363, -1.509], [1.657, 0.374, -2.393], [-0.897, -0.931, 3.146]], "forces_ev_per_a": [[0.01, 0.10, -0.16], [0.24, -0.17, -0.16], [0.08, -0.30, 0.29], [-0.23, 0.17, 0.07], [0.03, 0.01, -0.04], [-0.13, 0.14, 0.01], [-0.11, 0.00, 0.15], [0.15, 0.07, 0.07], [0.10, -0.06, -0.15], [-0.18, -0.03, 0.04], [0.03, 0.05, -0.13]], "lowdin_charge": [-0.035, 0.098, 0.054, -0.180, 0.132, -0.484, 0.003, 0.100, 0.087, 0.095, 0.130], "orbital_gap_ev": 10.64, "smiles": "COc1nnco1", "largest_force_ha_per_bohr": 0.008}

3.
{"formula": "C3H4N2O2", "method": "ωB97M-V/def2-TZVPD", "symbols": ["O", "C", "N", "C", "O", "C", "N", "H", "H", "H", "H"], "positions_angstrom": [[0.952, -0.849, -2.090], [0.479, -0.320, -0.959], [0.016, -1.017, 0.033], [-0.338, -0.062, 0.975], [-0.945, -0.411, 2.119], [-0.003, 1.178, 0.578], [0.486, 1.062, -0.776], [0.843, -1.811, -2.000], [-1.031, -1.372, 2.112], [-0.018, 2.152, 1.035], [-0.441, 1.448, -1.029]], "forces_ev_per_a": [[-0.18, 0.01, 0.11], [-0.46, -0.09, 0.20], [0.11, 0.15, -0.13], [0.25, 0.32, 0.20], [0.02, -0.33, 0.18], [0.35, -0.26, 0.97], [-0.54, -0.01, 0.25], [0.04, 0.23, -0.09], [0.00, -0.01, 0.08], [-0.25, -0.11, 0.12], [0.64, 0.09, -1.88]], "lowdin_charge": [0.110, -0.465, 0.183, -0.420, 0.077, -0.072, 0.084, 0.126, 0.110, 0.113, 0.153], "orbital_gap_ev": 9.09, "smiles": "Oc1c[nH]c(O)n1", "largest_force_ha_per_bohr": 0.039}

4.
{"formula": "C3H4N2O2", "method": "ωB97M-V/def2-TZVPD", "symbols": ["C", "N", "N", "C", "O", "C", "O", "H", "H", "H", "H"], "positions_angstrom": [[1.002, 1.145, 0.577], [0.200, 0.094, -0.002], [-0.233, 0.173, -1.303], [-1.062, -0.796, -1.400], [-1.228, -1.516, -0.267], [-0.390, -0.935, 0.677], [-0.255, -1.311, 1.810], [2.026, 1.124, 0.190], [0.546, 2.113, 0.342], [1.013, 0.985, 1.657], [-1.618, -1.076, -2.282]], "forces_ev_per_a": [[0.08, 0.08, 0.05], [-0.03, -0.07, 0.24], [-0.33, -0.28, -0.04], [0.12, 0.18, -0.15], [0.08, -0.06, 0.00], [0.20, 0.14, 0.19], [-0.12, 0.16, -0.41], [-0.18, -0.04, 0.06], [0.11, -0.17, 0.10], [0.02, 0.04, -0.17], [0.06, 0.02, 0.13]], "lowdin_charge": [-0.007, -0.113, 0.130, -0.166, 0.118, -0.491, 0.116, 0.091, 0.092, 0.095, 0.135], "orbital_gap_ev": 10.35, "smiles": "Cn1ncoc1=O", "largest_force_ha_per_bohr": 0.009}

5.
{"formula": "C3H4N2O2", "method": "ωB97M-V/def2-TZVPD", "symbols": ["C", "N", "N", "C", "O", "C", "O", "H", "H", "H", "H"], "positions_angstrom": [[1.245, 1.042, 0.109], [0.097, 0.170, 0.086], [-1.124, 0.626, -0.344], [-1.840, -0.432, -0.383], [-1.200, -1.564, -0.015], [0.102, -1.180, 0.288], [0.979, -1.923, 0.640], [1.257, 1.633, -0.810], [1.214, 1.711, 0.973], [2.137, 0.415, 0.159], [-2.868, -0.497, -0.704]], "forces_ev_per_a": [[0.11, 0.06, 0.01], [0.14, -0.19, 0.03], [-0.24, -0.31, -0.08], [-0.04, 0.24, -0.08], [0.06, -0.04, 0.03], [0.28, 0.04, 0.05], [-0.34, 0.27, -0.14], [0.04, -0.07, 0.14], [0.02, -0.09, -0.10], [-0.11, 0.09, 0.03], [0.09, 0.00, 0.11]], "lowdin_charge": [-0.006, -0.113, 0.130, -0.168, 0.119, -0.490, 0.115, 0.091, 0.092, 0.095, 0.135], "orbital_gap_ev": 10.34, "smiles": "Cn1ncoc1=O", "largest_force_ha_per_bohr": 0.009}

6.
{"formula": "C3H4N2O2", "method": "ωB97M-V/def2-TZVPD", "symbols": ["C", "C", "C", "N", "N", "O", "O", "H", "H", "H", "H"], "positions_angstrom": [[-0.728, -0.373, 0.908], [-1.247, -0.069, -0.453], [0.989, 0.280, -0.072], [0.509, -0.221, 1.117], [-0.066, 0.407, -1.106], [0.948, -0.565, -1.227], [2.008, 1.181, 0.132], [-1.300, -0.816, 1.796], [-1.613, -0.957, -1.028], [-2.201, 0.597, -0.403], [2.700, 0.536, 0.337]], "forces_ev_per_a": [[-1.65, -2.16, 3.23], [-2.14, -0.90, 0.02], [-0.08, 1.39, -2.94], [-0.85, -0.62, 0.34], [0.54, 3.75, 0.20], [1.11, -1.40, 1.22], [-0.39, -1.22, -1.14], [0.30, 0.67, -1.57], [0.32, 0.30, 0.79], [2.11, -0.46, -0.41], [0.73, 0.66, 0.26]], "lowdin_charge": [-0.118, -0.149, -0.597, 0.165, -0.003, 0.047, 0.103, 0.139, 0.141, 0.154, 0.117], "orbital_gap_ev": 10.53, "smiles": "O[C@@]12N=CCN1O2", "largest_force_ha_per_bohr": 0.082}

7.
{"formula": "C3H4N2O2", "method": "ωB97M-V/def2-TZVPD", "symbols": ["N", "C", "C", "O", "C", "O", "N", "H", "H", "H", "H"], "positions_angstrom": [[-0.188, -0.771, -1.690], [0.080, -0.239, -0.443], [0.997, -0.577, 0.476], [0.949, 0.333, 1.531], [-0.180, 1.057, 1.386], [-0.692, 1.678, 2.276], [-0.642, 0.843, 0.071], [-1.156, -0.808, -1.977], [0.299, -1.641, -1.858], [1.489, -1.500, 0.715], [-0.957, 1.624, -0.488]], "forces_ev_per_a": [[0.05, 0.04, -0.14], [0.30, -0.06, 0.18], [-0.18, -0.26, -0.20], [-0.40, -0.33, 0.48], [-0.25, 0.29, 0.31], [0.21, 0.33, -0.64], [0.14, 0.02, 0.05], [0.05, -0.03, 0.25], [-0.09, 0.14, -0.07], [0.32, 0.05, -0.40], [-0.14, -0.19, 0.17]], "lowdin_charge": [0.116, -0.370, -0.052, 0.069, -0.528, 0.121, 0.173, 0.095, 0.098, 0.119, 0.161], "orbital_gap_ev": 8.90, "smiles": "Nc1coc(=O)[nH]1", "largest_force_ha_per_bohr": 0.015}

8.
{"formula": "C3H4N2O2", "method": "ωB97M-V/def2-TZVPD", "symbols": ["C", "C", "C", "H", "H", "H", "H", "N", "N", "O", "O"], "positions_angstrom": [[-1.086, -0.214, -0.010], [1.236, -0.421, -0.221], [0.855, 0.940, -0.049], [-3.121, -0.134, 0.359], [0.135, -2.025, -0.175], [1.199, 1.805, -0.811], [1.071, 1.496, 0.898], [-2.240, -0.642, 0.116], [0.104, -1.071, -0.279], [2.358, -0.692, 0.243], [-0.511, 0.958, -0.071]], "forces_ev_per_a": [[1.80, -1.80, -1.13], [3.96, 0.90, 4.13], [0.68, 7.02, -1.21], [1.87, -0.07, -0.46], [-0.51, -2.63, 0.31], [-0.41, -2.42, 1.04], [0.83, -1.40, -0.32], [-1.07, -0.29, 0.48], [-2.58, -0.26, -0.71], [-0.86, -1.50, -2.11], [-3.71, 2.47, -0.01]], "lowdin_charge": [-0.447, -0.480, -0.129, 0.096, 0.131, 0.189, 0.158, 0.176, 0.219, 0.059, 0.030], "orbital_gap_ev": 10.78, "smiles": "[H]/N=C1/NC(=O)CO1", "largest_force_ha_per_bohr": 0.139}

9.
{"formula": "C3H4N2O2", "method": "ωB97M-V/def2-TZVPD", "symbols": ["C", "N", "N", "C", "O", "C", "O", "H", "H", "H", "H"], "positions_angstrom": [[-1.601, -0.273, 0.037], [-0.169, -0.111, 0.100], [0.669, -1.096, -0.360], [1.819, -0.538, -0.349], [1.823, 0.744, 0.079], [0.497, 1.051, 0.363], [0.102, 2.119, 0.748], [-1.859, -0.732, -0.921], [-1.966, -0.902, 0.853], [-2.049, 0.720, 0.106], [2.748, -0.981, -0.673]], "forces_ev_per_a": [[-0.13, 0.00, 0.01], [-0.03, 0.24, 0.02], [0.36, 0.15, -0.07], [-0.08, -0.23, -0.10], [-0.02, 0.06, 0.04], [-0.26, 0.11, 0.05], [0.16, -0.40, -0.15], [-0.02, 0.08, 0.14], [0.05, 0.09, -0.09], [0.04, -0.14, 0.03], [-0.07, 0.03, 0.12]], "lowdin_charge": [-0.006, -0.112, 0.130, -0.168, 0.119, -0.491, 0.116, 0.091, 0.091, 0.095, 0.135], "orbital_gap_ev": 10.35, "smiles": "Cn1ncoc1=O", "largest_force_ha_per_bohr": 0.009}

10.
{"formula": "C3H4N2O2", "method": "ωB97M-V/def2-TZVPD", "symbols": ["C", "N", "N", "C", "O", "C", "O", "H", "H", "H", "H"], "positions_angstrom": [[-1.544, -0.458, 0.101], [-0.328, 0.319, -0.039], [0.823, 0.049, -0.901], [1.806, -0.545, -0.128], [1.767, -0.826, 1.055], [0.037, 1.511, 0.052], [0.261, 2.639, 0.230], [-1.949, -0.639, -0.898], [-1.299, -1.401, 0.590], [-2.259, 0.104, 0.705], [2.686, -0.751, -0.767]], "forces_ev_per_a": [[-0.10, -0.05, 0.04], [0.06, 0.49, 0.03], [0.38, -0.29, -0.09], [-0.07, 0.00, 0.10], [-0.06, 0.05, -0.35], [-0.11, 0.69, 0.33], [-0.17, -0.98, -0.19], [0.05, -0.01, 0.15], [0.00, 0.15, -0.05], [0.11, -0.08, -0.08], [-0.09, 0.02, 0.12]], "lowdin_charge": [0.017, -0.116, 0.067, -0.399, -0.001, -0.217, 0.235, 0.098, 0.098, 0.101, 0.116], "orbital_gap_ev": 10.22, "largest_force_ha_per_bohr": 0.020}

What are the energy relative to the best compared isomer or geometry (same formula, charge and spin) values for these records? In order: 745.0, 252.0, 224.9, 156.5, 156.3, 477.1, 150.7, 280.9, 156.8, 409.2 kJ/mol.